1.
DFT (wB97M-V/def2-TZVPD) results for a single C13H16OSi molecule.

Atoms and positions in Å:
C: 3.958 -0.929 0.603
C: 3.672 -0.658 -0.727
C: 2.984 -0.756 1.630
C: 2.442 -0.101 -1.062
C: 1.714 -0.308 1.225
C: 1.396 0.010 -0.160
C: -1.920 -0.622 0.205
C: -2.006 -1.980 0.188
C: -1.002 -2.810 -0.491
C: -2.861 0.269 0.952
C: -2.585 1.759 0.748
C: -1.039 1.892 0.751
C: -0.696 1.350 -2.410
O: -0.829 -3.981 -0.481
Si: -0.280 0.815 -0.606
H: 4.961 -1.277 0.880
H: 4.376 -0.822 -1.576
H: 3.219 -0.923 2.703
H: 2.319 -0.090 -2.100
H: 0.983 0.007 1.936
H: -2.695 -2.522 0.678
H: -0.247 -2.008 -1.042
H: -3.766 0.108 0.566
H: -2.763 0.027 1.951
H: -2.994 2.050 -0.263
H: -2.919 2.269 1.701
H: -0.759 3.079 0.751
H: -0.747 1.662 1.815
H: -1.608 1.821 -2.829
H: 0.049 2.235 -2.488
H: -0.356 0.433 -3.048

* HOMO: -8.8 eV
* structure (SMILES): C[Si@@]1(c2ccccc2)CCC/C1=C/C=O
* frontier orbital gap: 0.3400 Eh
* total charge: 0
* LUMO energy: 0.484 eV

=====

2.
DFT (wB97M-V/def2-TZVPD) results for 2 unconnected molecules or ions with the total composition C13H16OSi.

Atoms and positions in Å:
C: -3.884 -0.138 1.010
C: -3.380 -0.392 -0.245
C: -3.112 0.418 2.090
C: -2.049 -0.172 -0.475
C: -1.771 0.575 1.800
C: -1.250 0.293 0.534
C: 0.060 2.288 1.930
C: 0.466 1.976 0.713
C: -0.438 0.964 2.568
C: 0.230 0.467 0.579
C: 1.307 -2.613 -1.391
C: 3.837 -0.489 -0.606
C: 1.444 0.377 -2.723
O: 0.457 0.064 1.995
Si: 2.051 -0.799 -1.306
H: -4.897 -0.300 1.345
H: -4.085 -0.788 -0.904
H: -3.351 0.561 3.115
H: -1.799 -0.470 -1.487
H: 0.071 3.312 2.486
H: 0.880 2.534 -0.030
H: -0.471 0.957 3.551
H: 1.168 -3.007 -0.317
H: 0.244 -2.605 -1.663
H: 1.967 -3.220 -2.176
H: 4.465 -1.214 -0.929
H: 3.991 0.497 -0.781
H: 3.820 -0.712 0.471
H: 1.644 -0.039 -3.808
H: 0.381 0.368 -2.693
H: 2.000 1.307 -2.655

* HOMO: -7.7 eV
* frontier orbital gap: 0.3001 Eh
* total charge: 0
* LUMO energy: 0.509 eV

=====

Which structure loses on stability? 2 does.

=====

1.
DFT (wB97M-V/def2-TZVPD) results for a single C4H5NS3 molecule.

Atoms and positions in Å:
C: -2.525 1.085 0.436
C: -0.468 -0.335 -0.328
C: 0.944 -0.369 -0.627
C: 1.577 0.922 -0.877
H: -3.045 0.011 0.635
H: -2.666 1.904 1.270
H: -2.697 1.436 -0.666
H: 1.000 -1.082 -1.374
H: 1.369 -0.213 1.876
N: 2.039 1.978 -0.928
S: -0.807 1.148 0.522
S: -1.418 -1.612 -0.583
S: 1.888 -1.018 0.882

* HOMO: -9.4 eV
* structure (SMILES): CSC(=S)[C@H](S)C#N
* frontier orbital gap: 0.3091 Eh
* total charge: 0
* LUMO energy: -0.967 eV

=====

2.
DFT (wB97M-V/def2-TZVPD) results for a single C4H5NS3 molecule.

Atoms and positions in Å:
C: 3.741 0.317 0.047
C: 2.418 0.394 -0.121
C: -0.251 -0.113 0.083
C: -4.051 -0.651 -0.099
H: 4.345 1.195 0.125
H: 4.349 -0.659 0.306
H: 1.908 1.354 -0.410
H: -0.180 1.028 0.485
H: -3.733 -1.682 -0.205
N: -1.411 -0.655 -0.234
S: 1.261 -0.914 0.024
S: -2.756 0.482 -0.095
S: -5.639 -0.097 0.093

* HOMO: -8.5 eV
* structure (SMILES): C=CS/C=N/SC=S
* frontier orbital gap: 0.2983 Eh
* total charge: 0
* LUMO energy: -0.422 eV

=====

Which structure loses on stability? 2 does.

=====

1.
DFT (wB97M-V/def2-TZVPD) results for 15 unconnected molecules or ions with the total composition H30O15.

Atoms and positions in Å:
H: 0.061 -0.246 0.028
H: 0.082 1.174 0.184
H: 0.949 -0.189 2.282
H: 2.334 -0.726 1.952
H: -0.838 -2.865 -1.993
H: 0.622 -2.953 -1.374
H: 1.804 -2.847 1.413
H: 0.625 -2.284 0.546
H: 4.057 2.270 2.103
H: 3.166 2.160 0.891
H: 0.701 4.708 -2.145
H: 2.141 5.201 -2.128
H: 1.562 -0.060 -2.537
H: 2.535 -1.014 -3.416
H: -3.442 -1.106 2.345
H: -4.821 -1.421 3.005
H: -3.814 -0.837 0.120
H: -3.283 0.467 -0.481
H: -3.979 2.033 2.075
H: -2.956 1.003 2.488
H: 3.913 -3.243 -1.882
H: 3.694 -1.782 -1.666
H: -2.497 4.842 -1.803
H: -2.163 4.725 -0.195
H: -2.079 -1.009 -2.227
H: -2.362 -0.187 -3.504
H: 3.457 1.386 3.339
H: 4.442 0.210 2.900
H: -2.519 -2.701 -0.861
H: -1.743 -3.832 -0.245
O: 0.694 0.489 0.259
O: 1.577 -0.876 2.511
O: -0.266 -3.124 -1.179
O: 1.400 -2.089 1.144
O: 3.273 2.585 1.758
O: 1.576 4.564 -2.543
O: 2.165 -0.818 -2.459
O: -4.421 -1.147 2.179
O: -2.997 -0.376 -0.094
O: -3.551 1.180 1.743
O: 4.337 -2.415 -2.031
O: -2.872 4.672 -0.868
O: -2.035 -1.001 -3.199
O: 3.727 0.537 3.550
O: -2.255 -3.061 0.013

* HOMO: -7.1 eV
* frontier orbital gap: 0.2486 Eh
* total charge: 0
* LUMO energy: -0.386 eV

=====

2.
DFT (wB97M-V/def2-TZVPD) results for 15 unconnected molecules or ions with the total composition H30O15.

Atoms and positions in Å:
H: -0.105 -0.428 -0.110
H: 1.416 0.057 -0.293
H: 4.632 -1.750 -1.223
H: 6.004 -1.933 -0.804
H: -0.451 4.307 -3.010
H: 0.768 4.105 -2.065
H: -4.129 -0.522 -0.294
H: -2.834 -1.212 -0.138
H: -2.219 0.839 2.845
H: -1.263 -0.367 3.048
H: -2.139 0.393 -1.521
H: -2.773 1.197 -2.631
H: 5.247 -0.393 2.652
H: 5.026 0.843 3.465
H: 2.187 -1.856 -1.651
H: 1.023 -2.772 -1.559
H: -0.638 2.768 3.185
H: -1.814 3.347 2.590
H: -2.365 -4.033 -0.877
H: -1.396 -4.260 -2.063
H: -0.649 -2.558 0.419
H: -1.147 -1.255 1.032
H: 4.230 2.051 2.659
H: 2.955 1.589 3.405
H: -3.304 -2.364 1.305
H: -3.840 -3.234 2.517
H: 2.521 -0.554 -3.954
H: 2.493 0.540 -4.828
H: -2.955 2.293 -0.753
H: -3.933 3.371 -1.231
O: 0.612 -0.127 -0.795
O: 5.188 -2.313 -0.660
O: 0.059 4.750 -2.345
O: -3.262 -0.351 -0.027
O: -1.738 0.289 3.525
O: -1.915 1.069 -2.230
O: 4.648 0.454 2.695
O: 1.853 -2.526 -1.099
O: -1.493 2.496 3.005
O: -2.165 -3.701 -1.738
O: -1.520 -2.021 0.609
O: 3.292 1.874 2.488
O: -3.215 -3.174 1.840
O: 2.616 0.442 -3.910
O: -3.028 3.061 -1.374

* HOMO: -9.8 eV
* frontier orbital gap: 0.3589 Eh
* total charge: 0
* LUMO energy: -0.066 eV

=====

3.
DFT (wB97M-V/def2-TZVPD) results for 15 unconnected molecules or ions with the total composition H30O15.

Atoms and positions in Å:
H: 0.270 0.205 -0.149
H: -1.263 0.339 -0.144
H: 2.358 4.972 0.309
H: 1.920 3.500 0.207
H: 3.285 0.410 0.641
H: 3.182 0.484 -0.803
H: 1.026 -1.722 -3.341
H: 0.605 -0.382 -2.802
H: -1.847 3.113 -2.738
H: -2.031 3.625 -1.380
H: -2.906 -2.579 1.454
H: -3.603 -2.933 0.186
H: -2.193 0.202 -2.434
H: -1.510 -0.858 -1.830
H: 1.624 -1.837 -0.381
H: 0.403 -2.394 -0.902
H: -5.661 0.301 -0.979
H: -5.356 -0.848 -1.760
H: 4.199 -0.929 0.994
H: 3.538 -1.930 -0.011
H: 0.739 -2.023 1.722
H: 0.644 -3.403 1.907
H: -2.893 1.350 3.131
H: -3.489 -0.056 2.812
H: -0.817 0.595 4.349
H: -0.171 1.983 3.941
H: 2.594 -1.211 -2.529
H: 3.993 -0.631 -2.693
H: 1.256 1.100 2.209
H: 1.819 2.212 1.280
O: -0.524 -0.297 0.102
O: 2.240 4.290 -0.274
O: 3.880 0.577 -0.158
O: 0.276 -1.288 -2.974
O: -2.614 3.345 -2.083
O: -2.794 -3.206 0.730
O: -1.840 0.043 -1.618
O: 0.990 -1.588 -0.974
O: -5.238 0.132 -1.776
O: 3.596 -1.678 0.881
O: 0.553 -2.762 1.194
O: -3.030 0.406 3.481
O: -0.169 1.087 3.805
O: 3.313 -0.948 -1.965
O: 1.645 1.231 1.362

* HOMO: -8.8 eV
* frontier orbital gap: 0.3204 Eh
* total charge: 0
* LUMO energy: -0.119 eV

=====

Which structure loses on stability? 1 does.